Formula: C21H44F3N3O4
Source: the OMol25 dataset
Level of theory: the ωB97M-V functional and the def2-TZVPD basis

Calculated values
E_LUMO: -0.02427 Eh
spin multiplicity: 1
energy: -43299.183 eV
largest force on an atom: 1.278 eV Å⁻¹
HOMO level: -5.1 eV

Structure (XYZ):
```
75
Properties=species:S:1:pos:R:3:forces:R:3
C -2.4809 -4.0188 3.2647 0.13 -0.10 -0.06
C -2.0598 -2.5392 3.3111 0.22 0.12 -0.11
C -3.0533 -1.6021 2.6037 0.17 -0.08 0.04
N -2.3785 -0.4648 1.9302 -0.45 0.41 0.12
C -2.0797 0.6673 2.8112 0.27 0.07 0.21
C -0.8090 1.4222 2.4220 -0.07 0.14 0.16
O 0.2093 0.4889 2.1267 -0.17 0.11 0.00
C 1.3608 1.0614 1.5473 0.08 -0.15 -0.16
C 2.0727 2.0450 2.4640 -0.28 -0.24 -0.37
F 3.3403 2.1475 2.1265 0.97 0.03 -0.38
F 2.0255 1.6508 3.7321 -0.11 -0.44 0.94
F 1.5458 3.2624 2.4245 -0.49 0.75 -0.09
C -2.9201 -0.1398 0.6989 0.48 -0.41 -0.48
N -3.7919 0.8883 0.5773 -0.64 -0.27 0.51
N -2.5431 -0.8005 -0.3720 -0.12 -0.16 0.30
C -3.0500 -0.4077 -1.7048 0.11 0.10 0.06
C -2.4977 0.9868 -2.0907 -0.17 0.03 -0.10
C -1.5121 1.0128 -3.2697 0.14 0.15 0.25
C -0.0430 0.9693 -2.7841 0.45 -0.09 0.06
O 0.5804 2.1735 -3.0371 -0.76 -0.31 -0.80
C -1.6073 -1.9457 -0.3023 -0.23 -0.42 -0.27
C -0.3974 -1.8285 -1.2234 0.06 -0.21 0.00
C 0.2987 -3.2007 -1.3670 -0.03 -0.18 0.23
C 1.7975 -3.1505 -1.0499 0.04 -0.25 -0.21
C 2.5599 -2.2248 -2.0191 0.09 -0.14 -0.11
O 3.7454 -1.6718 -1.4993 -0.12 -0.09 -0.01
C 3.5367 -0.6297 -0.5579 0.00 0.18 0.09
C 4.7338 0.3233 -0.5745 -0.02 0.20 0.16
H -2.3727 -4.5033 4.2381 -0.10 0.08 -0.12
H -3.5167 -4.1414 2.9264 0.14 0.01 0.18
H -1.8438 -4.5766 2.5690 -0.18 0.09 0.05
H -1.0876 -2.4085 2.8181 -0.16 -0.04 0.17
H -1.9121 -2.2135 4.3471 -0.07 -0.02 -0.18
H -3.6163 -2.1562 1.8411 0.09 0.09 0.17
H -3.7643 -1.1902 3.3367 -0.09 -0.20 -0.25
H -1.9615 0.2544 3.8184 0.07 0.00 -0.23
H -2.8922 1.4088 2.8780 0.05 -0.17 0.07
H -0.5382 2.0382 3.2930 -0.02 -0.02 -0.19
H -0.9706 2.1225 1.5850 -0.02 -0.28 -0.02
H 1.1386 1.5712 0.5982 0.08 0.00 0.10
H 2.0632 0.2443 1.3673 -0.22 0.13 0.02
H -4.4982 0.7954 -0.1420 0.37 0.28 -0.31
H -4.2236 1.1472 1.4560 0.18 0.14 -0.07
H -4.1496 -0.4403 -1.7069 0.18 0.00 0.11
H -2.7330 -1.1865 -2.4026 -0.03 0.18 0.12
H -1.9539 1.3625 -1.2147 -0.22 0.15 -0.22
H -3.3351 1.6743 -2.2615 0.12 -0.16 -0.04
H -1.6338 1.9685 -3.7909 0.12 -0.23 -0.02
H -1.7099 0.2055 -3.9878 -0.10 0.16 0.11
H -0.0410 0.7793 -1.6891 -0.03 -0.11 -0.15
H 0.4906 0.1200 -3.2484 -0.08 0.08 0.02
H 1.5832 2.1672 -3.0138 0.19 1.00 0.77
H -2.1851 -2.8315 -0.6131 0.03 0.21 0.11
H -1.3099 -2.0965 0.7330 0.04 0.15 -0.12
H 0.3254 -1.1040 -0.8308 -0.31 -0.01 -0.05
H -0.7284 -1.4868 -2.2085 0.22 0.10 0.19
H -0.1862 -3.9205 -0.6885 0.16 0.07 -0.14
H 0.1591 -3.6064 -2.3783 -0.04 0.15 0.15
H 2.2094 -4.1622 -1.1661 -0.05 0.18 0.18
H 1.9574 -2.8771 0.0015 -0.04 0.21 -0.23
H 2.8753 -2.8231 -2.8834 -0.11 0.16 0.09
H 1.9113 -1.4184 -2.4051 0.10 -0.12 0.19
H 2.6071 -0.0903 -0.8105 0.21 -0.06 -0.09
H 3.4006 -1.0593 0.4504 0.01 -0.03 -0.18
H 4.4254 1.3460 -0.8190 -0.01 -0.16 -0.10
H 5.2419 0.3521 0.3963 -0.04 -0.08 -0.20
H 5.4444 -0.0077 -1.3367 -0.11 0.03 0.13
C 3.0360 4.8792 -0.6289 0.04 -0.07 -0.04
C 2.1564 4.1863 -1.6854 -0.34 0.37 0.26
O 2.7948 3.2465 -2.4048 0.30 -0.84 -0.16
H 3.8856 5.3679 -1.1133 0.02 -0.06 0.02
H 2.4757 5.6367 -0.0671 -0.03 0.00 0.00
H 3.4225 4.1391 0.0795 0.06 0.02 -0.03
H 1.7188 5.0126 -2.3059 0.04 -0.10 0.00
H 1.2578 3.7999 -1.1187 0.03 -0.04 -0.04
```
Positions in Å, forces in eV/Å.

Need the Mulliken charges? In units of e they are: atom 1 (C): -1.30, atom 2 (C): -0.04, atom 3 (C): -1.31, atom 4 (N): 1.24, atom 5 (C): -1.31, atom 6 (C): -0.62, atom 7 (O): -0.27, atom 8 (C): 0.57, atom 9 (C): 0.63, atom 10 (F): -0.23, atom 11 (F): -0.31, atom 12 (F): -0.26, atom 13 (C): -0.39, atom 14 (N): -0.27, atom 15 (N): 0.40, atom 16 (C): -1.73, atom 17 (C): -0.04, atom 18 (C): -1.43, atom 19 (C): 1.04, atom 20 (O): -0.53, atom 21 (C): -1.20, atom 22 (C): 2.13, atom 23 (C): -1.35, atom 24 (C): -0.63, atom 25 (C): -0.06, atom 26 (O): -0.46, atom 27 (C): 0.81, atom 28 (C): -1.24, atom 29 (H): 0.34, atom 30 (H): 0.34, atom 31 (H): 0.30, atom 32 (H): 0.12, atom 33 (H): 0.57, atom 34 (H): 0.47, atom 35 (H): 0.42, atom 36 (H): 0.59, atom 37 (H): 0.36, atom 38 (H): 0.52, atom 39 (H): 0.40, atom 40 (H): -0.03, atom 41 (H): -0.44, atom 42 (H): 0.32, atom 43 (H): 0.34, atom 44 (H): 0.63, atom 45 (H): 0.77, atom 46 (H): 0.28, atom 47 (H): 0.48, atom 48 (H): 0.44, atom 49 (H): 0.31, atom 50 (H): -0.65, atom 51 (H): 0.04, atom 52 (H): 0.32, atom 53 (H): 0.09, atom 54 (H): -0.12, atom 55 (H): -0.62, atom 56 (H): 0.09, atom 57 (H): 0.46, atom 58 (H): 0.32, atom 59 (H): 0.38, atom 60 (H): 0.27, atom 61 (H): 0.40, atom 62 (H): -0.08, atom 63 (H): -0.40, atom 64 (H): 0.22, atom 65 (H): 0.19, atom 66 (H): 0.22, atom 67 (H): 0.42, atom 68 (C): -1.04, atom 69 (C): 0.21, atom 70 (O): -0.93, atom 71 (H): 0.34, atom 72 (H): 0.34, atom 73 (H): 0.08, atom 74 (H): 0.21, atom 75 (H): -0.14

Formula: C52H50AsN3O2PPt
Source: the OMol25 dataset
Level of theory: the ωB97M-V functional and the def2-TZVPD basis

Calculated values
E_LUMO: -0.09651 Eh
spin multiplicity: 1
charge: +1
energy: -136668.125 eV
largest force on an atom: 0.786 eV Å⁻¹
HOMO level: -9.0 eV

Structure (XYZ):
```
110
Properties=species:S:1:pos:R:3:forces:R:3
Pt 0.4154 -0.4379 -2.2272 0.14 -0.19 0.75
C 3.9074 -0.3036 -3.3796 0.04 -0.05 -0.01
O 2.7756 0.3338 -2.8149 -0.20 0.04 0.04
C 2.9357 1.5662 -2.2223 0.03 -0.11 -0.26
C 4.1778 2.1642 -2.0815 -0.01 0.04 0.03
C 4.2712 3.4614 -1.5958 -0.09 0.00 0.02
C 3.1190 4.1626 -1.2807 0.07 -0.03 0.01
C 1.8802 3.5600 -1.4208 -0.05 0.05 0.27
C 1.7682 2.2452 -1.8495 -0.18 -0.17 -0.04
N 0.5037 1.5980 -2.0160 0.04 0.34 -0.09
N -0.5021 2.3861 -1.9065 -0.07 0.07 -0.59
C -1.7463 2.0499 -2.2354 -0.16 0.00 0.22
C -2.1454 0.9483 -3.1184 0.18 -0.13 0.07
O -1.3539 0.1669 -3.6896 0.01 0.20 -0.09
C -3.5691 0.7797 -3.3661 0.11 0.17 -0.01
C -4.4778 1.6380 -2.8826 -0.06 0.04 0.12
C -4.1139 2.8019 -2.1076 -0.07 -0.07 -0.15
C -5.0940 3.7137 -1.6970 -0.01 0.00 0.05
C -4.7523 4.8423 -0.9875 0.06 -0.03 -0.01
C -3.4089 5.0658 -0.6771 -0.04 0.00 0.01
C -2.4351 4.1720 -1.0689 0.04 -0.05 0.11
C -2.7639 3.0221 -1.7996 0.08 -0.10 -0.10
H 4.3914 0.3371 -4.1195 -0.01 0.01 0.01
H 3.5284 -1.1980 -3.8706 0.05 0.01 0.04
H 4.6284 -0.5819 -2.6071 -0.01 -0.01 -0.01
H 5.0741 1.6376 -2.3729 0.01 -0.01 0.01
H 5.2432 3.9224 -1.4935 0.03 0.02 0.01
H 3.1764 5.1844 -0.9332 0.02 0.03 0.01
H 0.9750 4.1051 -1.1953 0.03 -0.01 0.00
H -3.8502 -0.0803 -3.9567 0.02 -0.03 -0.06
H -5.5324 1.4664 -3.0681 -0.02 0.03 -0.03
H -6.1286 3.5192 -1.9538 -0.01 0.00 -0.01
H -5.5105 5.5487 -0.6804 -0.01 0.02 0.02
H -3.1267 5.9508 -0.1224 0.01 0.01 0.01
H -1.4008 4.3522 -0.8116 -0.02 0.03 0.00
C -0.1388 1.0032 0.8343 0.05 0.14 0.04
C -0.5192 0.8801 2.3054 0.05 -0.08 0.06
As -0.2105 2.6017 3.2220 -0.02 0.08 0.00
C 1.7377 2.4620 3.1688 -0.01 0.00 0.02
C 2.4634 3.4926 2.5859 0.05 -0.01 -0.03
C 3.8496 3.4169 2.4954 -0.04 -0.01 -0.01
C 4.5158 2.3068 2.9859 0.01 0.00 -0.01
C 3.7975 1.2709 3.5730 -0.02 0.00 -0.01
C 2.4174 1.3498 3.6658 0.01 -0.01 -0.02
C -0.4963 1.9531 5.0404 0.03 0.00 -0.01
C 0.3419 2.3709 6.0708 0.00 -0.01 0.02
C 0.1100 1.9623 7.3761 0.00 0.01 0.00
C -0.9655 1.1352 7.6674 0.00 0.00 -0.01
C -1.8128 0.7258 6.6489 0.00 0.00 -0.01
C -1.5816 1.1360 5.3424 -0.01 0.00 0.04
P -0.4486 -0.4987 -0.1538 0.31 -0.34 -0.46
C 0.2230 -1.7261 1.0132 -0.04 -0.03 0.03
C -0.5441 -2.6752 1.6774 0.00 -0.04 -0.02
C 0.0348 -3.4890 2.6478 0.03 0.04 -0.01
C 1.3694 -3.3246 2.9887 -0.01 0.02 -0.03
C 2.1359 -2.3588 2.3420 -0.01 -0.04 -0.04
C 1.5722 -1.5807 1.3450 -0.01 -0.02 0.02
C -2.2531 -0.7115 -0.1802 -0.04 0.10 -0.05
C -3.1039 0.2874 0.2914 -0.01 -0.06 0.07
C -4.4809 0.1309 0.2210 0.02 -0.01 0.01
C -5.0255 -1.0187 -0.3275 0.03 -0.02 -0.01
C -4.1882 -2.0005 -0.8404 -0.01 0.03 0.00
C -2.8146 -1.8388 -0.7803 0.02 0.01 -0.03
H 0.9374 1.1889 0.7394 -0.05 0.06 0.00
H -0.6278 1.8446 0.3361 -0.03 -0.05 0.12
H 0.0994 0.1327 2.8062 -0.10 0.04 -0.02
H -1.5591 0.5856 2.4433 0.00 0.04 -0.03
H 1.9467 4.3637 2.1997 0.00 0.00 0.00
H 4.4049 4.2281 2.0463 0.03 0.04 -0.04
H 5.5945 2.2504 2.9224 0.02 0.00 0.00
H 4.3171 0.4093 3.9729 0.02 -0.01 0.01
H 1.8689 0.5481 4.1488 -0.01 0.01 0.00
H 1.1886 3.0133 5.8568 -0.01 -0.01 0.00
H 0.7706 2.2929 8.1671 0.00 0.00 0.01
H -1.1452 0.8159 8.6850 -0.01 0.00 0.02
H -2.6602 0.0899 6.8700 0.00 -0.01 0.01
H -2.2666 0.8175 4.5654 0.01 -0.01 -0.02
H -1.6005 -2.7678 1.4570 -0.02 0.00 0.00
H -0.5707 -4.2212 3.1646 -0.02 -0.03 0.02
H 1.8080 -3.9332 3.7673 0.02 -0.02 0.02
H 3.1735 -2.2173 2.6136 0.02 0.01 0.01
H 2.1748 -0.8405 0.8288 0.02 0.00 0.01
H -2.7088 1.2042 0.7047 0.01 0.03 -0.01
H -5.1242 0.9196 0.5867 -0.01 0.02 0.01
H -6.0988 -1.1413 -0.3755 -0.03 0.00 -0.01
H -4.6064 -2.8814 -1.3088 -0.01 -0.02 0.00
H -2.1768 -2.5784 -1.2430 -0.05 0.03 -0.01
C 1.2626 -6.0292 -2.2431 0.00 -0.01 0.05
N 0.8734 -5.0068 -1.2349 -0.01 -0.05 0.05
C 2.0360 -4.1531 -0.8557 -0.04 -0.01 -0.04
C -0.3307 -4.1531 -1.6534 0.02 -0.05 0.11
C -0.1225 -3.5496 -2.9971 0.09 0.10 -0.03
C -0.4095 -4.3321 -4.1221 0.04 0.06 -0.04
C -0.0639 -3.9122 -5.3911 -0.01 -0.02 0.03
C 0.6027 -2.7018 -5.5366 0.02 0.05 0.01
C 0.8281 -1.9028 -4.4287 -0.01 -0.13 -0.10
C 0.4260 -2.2665 -3.1321 -0.32 0.12 0.02
H 2.0209 -6.6662 -1.7944 0.00 -0.03 -0.03
H 1.6559 -5.5194 -3.1186 0.00 -0.05 0.04
H 0.3883 -6.6136 -2.5176 0.03 -0.01 0.00
H 0.5715 -5.5052 -0.3974 0.07 0.04 -0.01
H 2.1231 -3.3561 -1.5936 0.03 -0.04 0.02
H 2.9319 -4.7684 -0.8368 0.01 0.02 0.03
H 1.8372 -3.7311 0.1230 0.04 0.06 0.03
H -0.4082 -3.3982 -0.8748 0.02 -0.08 -0.01
H -1.1837 -4.8325 -1.6070 -0.02 0.04 -0.04
H -0.9151 -5.2833 -3.9949 -0.02 -0.01 -0.01
H -0.3060 -4.5157 -6.2545 0.00 -0.02 -0.02
H 0.9082 -2.3628 -6.5177 0.00 0.00 -0.01
H 1.2900 -0.9274 -4.5932 -0.09 0.00 -0.02
```
Positions in Å, forces in eV/Å.

Atomic partial charges in e from the Mulliken method, atoms 1 to 99: atom 1 (Pt): 1.33, atom 2 (C): -1.21, atom 3 (O): 0.17, atom 4 (C): 0.11, atom 5 (C): -0.70, atom 6 (C): -0.88, atom 7 (C): -0.98, atom 8 (C): -0.40, atom 9 (C): 1.11, atom 10 (N): -0.55, atom 11 (N): -0.36, atom 12 (C): 0.25, atom 13 (C): 0.43, atom 14 (O): -0.72, atom 15 (C): -0.75, atom 16 (C): -1.18, atom 17 (C): 1.41, atom 18 (C): -0.94, atom 19 (C): -0.67, atom 20 (C): -0.96, atom 21 (C): -0.27, atom 22 (C): 0.77, atom 23 (H): 0.46, atom 24 (H): 0.24, atom 25 (H): 0.40, atom 26 (H): 0.48, atom 27 (H): 0.45, atom 28 (H): 0.47, atom 29 (H): 0.48, atom 30 (H): 0.49, atom 31 (H): 0.39, atom 32 (H): 0.43, atom 33 (H): 0.42, atom 34 (H): 0.44, atom 35 (H): 0.31, atom 36 (C): -1.76, atom 37 (C): -0.93, atom 38 (As): 0.20, atom 39 (C): -0.12, atom 40 (C): -0.35, atom 41 (C): -0.58, atom 42 (C): -0.56, atom 43 (C): -0.83, atom 44 (C): 0.21, atom 45 (C): 0.29, atom 46 (C): -0.33, atom 47 (C): -0.64, atom 48 (C): -0.49, atom 49 (C): -0.63, atom 50 (C): -0.23, atom 51 (P): 0.30, atom 52 (C): 1.46, atom 53 (C): -0.20, atom 54 (C): -1.01, atom 55 (C): -0.77, atom 56 (C): -0.57, atom 57 (C): -0.90, atom 58 (C): 0.85, atom 59 (C): -1.18, atom 60 (C): -1.24, atom 61 (C): -0.88, atom 62 (C): -0.95, atom 63 (C): -0.08, atom 64 (H): 0.72, atom 65 (H): 0.96, atom 66 (H): 0.57, atom 67 (H): 0.57, atom 68 (H): 0.36, atom 69 (H): 0.46, atom 70 (H): 0.41, atom 71 (H): 0.45, atom 72 (H): 0.53, atom 73 (H): 0.42, atom 74 (H): 0.39, atom 75 (H): 0.39, atom 76 (H): 0.40, atom 77 (H): 0.33, atom 78 (H): 0.46, atom 79 (H): 0.51, atom 80 (H): 0.44, atom 81 (H): 0.47, atom 82 (H): 0.21, atom 83 (H): 0.45, atom 84 (H): 0.48, atom 85 (H): 0.44, atom 86 (H): 0.48, atom 87 (H): 0.22, atom 88 (C): -0.89, atom 89 (N): 0.04, atom 90 (C): -0.17, atom 91 (C): -0.06, atom 92 (C): 1.06, atom 93 (C): -0.51, atom 94 (C): -1.05, atom 95 (C): -1.05, atom 96 (C): -1.33, atom 97 (C): 1.42, atom 98 (H): 0.37, atom 99 (H): 0.39

Formula: C12H17ClFeN7O5
Source: the OMol25 dataset
Level of theory: the ωB97M-V functional and the def2-TZVPD basis

Calculated values
E_LUMO (spin up / spin down): -0.01459 / -0.04062 Eh
spin multiplicity: 2
energy: -80293.716 eV
largest force on an atom: 1.828 eV Å⁻¹
HOMO level (spin up / spin down): -7.7 / -7.9 eV

Structure (XYZ):
```
43
Properties=species:S:1:pos:R:3:forces:R:3
Fe 0.4463 0.5378 -0.0633 -1.25 -1.29 -0.35
N 0.4871 -0.2514 -1.9773 0.30 0.57 -0.43
C 1.9278 -0.3780 -2.3232 0.02 -0.19 0.17
C 2.6748 -0.8454 -1.0615 -0.02 0.28 -0.09
O 3.6489 -1.5783 -1.1150 -0.01 0.04 -0.02
N 2.1001 -0.2854 0.0201 0.41 -0.20 0.41
C 2.6402 -0.4729 1.3555 -0.02 0.12 0.03
C 1.5030 -0.2570 2.3678 -0.36 0.13 -0.16
O 1.5785 -0.5843 3.5325 0.24 -0.10 -0.03
O 0.4410 0.3213 1.8428 0.32 0.34 0.46
H -0.0095 0.1835 -2.7483 -0.05 -0.05 0.02
H 0.1052 -1.1851 -1.8491 -0.06 0.00 -0.05
H 2.1246 -1.0477 -3.1604 -0.07 -0.08 0.06
H 2.2933 0.6183 -2.5748 0.04 -0.02 -0.02
H 3.1283 -1.4390 1.4898 -0.11 -0.05 0.05
H 3.3916 0.2945 1.5747 0.06 -0.06 -0.02
N -1.6079 0.2575 0.2744 -0.08 -0.28 0.08
N -2.3727 1.4282 0.1192 0.00 0.28 -0.12
C -1.6483 2.5603 -0.0960 0.19 -0.10 0.30
N -2.2719 3.7349 -0.0954 -0.06 -0.03 -0.06
N -0.3621 2.3093 -0.2621 0.57 0.83 -0.23
N 0.5476 3.3506 -0.4895 -0.31 -0.57 0.06
O 0.1631 4.5082 -0.5748 0.06 0.16 -0.03
O 1.6809 2.9628 -0.5829 0.11 0.58 -0.13
H -2.0971 -0.4877 -0.1993 0.02 -0.10 0.00
H -1.4347 0.0303 1.2612 -0.06 0.03 0.01
H -3.2511 1.5027 0.6099 0.04 -0.04 0.07
H -3.2688 3.7882 0.0082 -0.01 -0.03 -0.01
H -1.7231 4.5586 -0.2896 0.05 -0.01 0.03
Cl -2.7668 -4.2526 -1.3771 0.06 -0.03 0.01
C -1.3500 -4.9688 -0.6521 -0.10 0.01 -0.07
C -1.1379 -6.3173 -0.8276 0.02 0.00 0.04
C -0.0171 -6.9139 -0.2587 0.01 -0.03 -0.01
C 0.8811 -6.1518 0.4867 -0.02 0.05 0.01
C 0.6665 -4.8038 0.6575 0.03 -0.09 0.00
C -0.4593 -4.1544 0.0888 0.04 0.15 0.02
C -0.6395 -2.7791 0.2673 0.21 -0.24 0.10
H -1.8451 -6.9000 -1.4012 0.00 0.00 -0.01
H 0.1532 -7.9724 -0.4013 -0.01 0.00 0.01
H 1.7483 -6.6182 0.9338 0.01 -0.01 -0.01
H 1.3612 -4.2058 1.2337 0.00 0.01 -0.01
H 0.0682 -2.2059 0.8497 -0.05 0.03 0.00
H -1.4969 -2.2950 -0.1582 -0.16 -0.01 -0.06
```
Positions in Å, forces in eV/Å.

Need the Mulliken charges? In units of e they are: atom 1 (Fe): -0.17, atom 2 (N): -0.33, atom 3 (C): -0.56, atom 4 (C): 0.49, atom 5 (O): -0.71, atom 6 (N): 0.11, atom 7 (C): -0.60, atom 8 (C): 0.42, atom 9 (O): -0.70, atom 10 (O): -0.54, atom 11 (H): 0.24, atom 12 (H): 0.25, atom 13 (H): 0.36, atom 14 (H): 0.23, atom 15 (H): 0.37, atom 16 (H): 0.35, atom 17 (N): 0.06, atom 18 (N): -0.61, atom 19 (C): 0.74, atom 20 (N): -0.35, atom 21 (N): 0.06, atom 22 (N): 1.04, atom 23 (O): -0.79, atom 24 (O): -0.58, atom 25 (H): 0.25, atom 26 (H): 0.46, atom 27 (H): 0.23, atom 28 (H): 0.16, atom 29 (H): 0.22, atom 30 (Cl): -0.26, atom 31 (C): 0.55, atom 32 (C): -0.65, atom 33 (C): -0.29, atom 34 (C): -0.79, atom 35 (C): -0.40, atom 36 (C): 0.99, atom 37 (C): -1.23, atom 38 (H): 0.40, atom 39 (H): 0.37, atom 40 (H): 0.38, atom 41 (H): 0.44, atom 42 (H): 0.41, atom 43 (H): -0.02